No. 1
Molecular formula: C2H7NO2S
Method: DFT, wB97M-V/def2-TZVPD

```
! wB97M-V def2-TZVPD RIJCOSX def2/J DEFGRID3
* xyz 0 1
C 0.59 -1.19 -0.68
H 0.80 1.53 -0.46
H -2.03 1.07 1.31
C 0.98 0.97 0.48
H 0.70 -0.72 -1.64
S -1.57 0.10 0.24
H 2.08 0.77 0.58
O -2.37 -1.05 0.46
O -1.68 0.88 -0.93
H -0.29 -1.88 -0.66
H 0.86 1.48 1.46
N 0.35 -0.33 0.46
H 1.57 -1.63 -0.62
*
```

- frontier orbital gap (eV) = 10.003
- lowest unoccupied orbital energy (hartree) = 0.007
- calculated total energy (Eh) = -683.72198
- ΔE to the lowest compared entry with this formula, charge and spin (kJ/mol) = 325.2
- maximum force (eV Å⁻¹) = 3.83



No. 2
Molecular formula: C2H7NO2Si
Method: DFT, wB97M-V/def2-TZVPD

```
! wB97M-V def2-TZVPD RIJCOSX def2/J DEFGRID3
* xyz 0 1
O 0.32 -2.07 -1.83
O 1.99 -0.80 -2.05
H -1.80 0.68 -0.42
H 1.07 1.37 -1.00
H 1.41 0.70 1.84
H 1.99 -1.45 1.12
H -1.53 -1.05 -0.11
H -1.53 -0.43 -1.88
C 0.23 -0.12 -0.69
Si 0.89 -0.48 1.14
H -0.35 -0.95 1.63
N 0.94 -1.05 -1.54
C -1.31 -0.22 -0.85
*
```

- frontier orbital gap (eV) = 9.938
- lowest unoccupied orbital energy (hartree) = -0.012
- calculated total energy (Eh) = -574.90068
- ΔE to the lowest compared entry with this formula, charge and spin (kJ/mol) = 775.5
- maximum force (eV Å⁻¹) = 4.66



No. 3
Molecular formula: C2H7NO3
Method: DFT, wB97M-V/def2-TZVPD

```
! wB97M-V def2-TZVPD RIJCOSX def2/J DEFGRID3
* xyz 0 1
H -1.27 2.55 -2.56
H 1.11 -1.24 1.69
O -1.03 0.30 0.04
C 0.83 -1.11 0.64
N 1.66 -0.28 -0.13
H -2.26 -0.80 1.48
C -0.60 -0.64 0.68
O -0.77 2.56 -1.77
O -1.43 -1.27 1.55
H 0.83 -2.17 0.33
H 1.38 0.00 -1.06
H -0.80 1.77 -1.19
H 2.35 0.31 0.29
*
```

- frontier orbital gap (eV) = 10.130
- lowest unoccupied orbital energy (hartree) = 0.024
- calculated total energy (Eh) = -360.88708
- ΔE to the lowest compared entry with this formula, charge and spin (kJ/mol) = 69.8
- maximum force (eV Å⁻¹) = 2.29



No. 4
Molecular formula: C2H7NO3
Method: DFT, wB97M-V/def2-TZVPD

```
! wB97M-V def2-TZVPD RIJCOSX def2/J DEFGRID3
* xyz 0 1
H -0.19 -1.49 0.23
C -0.24 1.44 -0.20
O -2.03 -0.96 0.40
H -2.40 -1.16 1.27
H 2.33 -0.56 -0.64
C 1.41 -0.42 -0.09
O 0.74 -1.66 -0.01
H -0.54 2.27 -0.83
H -1.60 -0.09 0.49
H 0.75 0.65 -1.77
H 1.63 -0.08 0.91
N 0.67 0.62 -0.77
O -0.53 1.43 0.99
*
```

- frontier orbital gap (eV) = 11.220
- lowest unoccupied orbital energy (hartree) = 0.027
- calculated total energy (Eh) = -360.88586
- ΔE to the lowest compared entry with this formula, charge and spin (kJ/mol) = 73.0
- maximum force (eV Å⁻¹) = 1.98



No. 5
Molecular formula: C2H7NO3
Method: DFT, wB97M-V/def2-TZVPD

```
! wB97M-V def2-TZVPD RIJCOSX def2/J DEFGRID3
* xyz 1 2
C -1.22 0.65 -0.59
H -1.60 1.04 -1.59
H -1.61 -0.96 0.72
H -1.44 1.36 0.14
H -2.49 -0.97 -0.66
O 0.51 1.78 0.16
H 1.61 -1.69 0.92
H 2.92 -1.59 1.37
O 2.03 -1.76 1.67
H 1.51 2.05 0.12
C 0.23 0.74 -0.73
O 1.10 0.12 -1.19
N -1.56 -0.77 -0.32
*
```

- <S²> = 0.7564
- frontier orbital gap (alpha / beta) (eV) = 10.693 / 4.545
- lowest unoccupied orbital energy (alpha / beta) (hartree) = -0.153 / -0.379
- calculated total energy (Eh) = -360.47626
- ΔE to the lowest compared entry with this formula, charge and spin (kJ/mol) = 227.6
- maximum force (eV Å⁻¹) = 6.88



No. 6
Molecular formula: C2H7NO3S
Method: DFT, wB97M-V/def2-TZVPD

```
! wB97M-V def2-TZVPD RIJCOSX def2/J DEFGRID3
* xyz 0 1
H -1.98 0.90 -0.51
H -0.20 -0.31 -1.52
H 0.08 -0.62 2.62
H 0.14 -1.70 1.20
C -0.53 -0.96 1.84
H -2.02 0.42 1.85
S 1.46 1.00 -2.49
O 0.77 -0.32 -1.69
C -1.40 -0.03 1.10
H 2.87 0.14 -1.03
N -1.43 0.11 -0.17
O 2.78 0.97 -1.54
O 0.66 2.17 -2.14
H -1.19 -1.75 2.48
*
```

- frontier orbital gap (eV) = 10.737
- lowest unoccupied orbital energy (hartree) = 0.029
- calculated total energy (Eh) = -759.00787
- ΔE to the lowest compared entry with this formula, charge and spin (kJ/mol) = 129.2
- maximum force (eV Å⁻¹) = 6.08



No. 7
Molecular formula: C2H7NOP2
Method: DFT, wB97M-V/def2-TZVPD

```
! wB97M-V def2-TZVPD RIJCOSX def2/J DEFGRID3
* xyz 0 1
H 1.32 -1.10 1.72
H -0.78 -1.91 -0.59
P 0.39 1.48 0.32
H -0.79 1.81 -0.27
N 0.35 -0.08 -0.18
O -2.93 0.36 0.41
H -0.13 1.41 1.62
H 2.80 -0.55 0.41
P 1.58 -1.24 0.43
H -1.98 -1.02 1.57
C -1.09 -0.92 -0.52
H -1.35 -0.67 -1.56
C -2.09 -0.52 0.54
*
```

- frontier orbital gap (eV) = 8.956
- lowest unoccupied orbital energy (hartree) = 0.005
- calculated total energy (Eh) = -893.00834
- ΔE to the lowest compared entry with this formula, charge and spin (kJ/mol) = 0.0
- maximum force (eV Å⁻¹) = 4.98



No. 8
Molecular formula: C2H7NOS
Method: DFT, wB97M-V/def2-TZVPD

```
! wB97M-V def2-TZVPD RIJCOSX def2/J DEFGRID3
* xyz 0 3
H -0.29 -1.23 1.57
C -1.14 0.04 -1.19
O 1.82 -1.45 0.68
H 0.73 -0.76 -1.54
H 1.74 1.41 1.33
H -0.88 0.71 -2.00
C 0.77 0.86 1.57
H -1.32 0.63 -0.32
S 0.62 -0.56 0.78
H -2.02 -0.41 -1.73
N 0.05 -0.71 -0.80
H -0.08 1.45 1.65
*
```

- <S²> = 2.0053
- frontier orbital gap (alpha / beta) (eV) = 5.320 / 7.682
- lowest unoccupied orbital energy (alpha / beta) (hartree) = 0.029 / -0.087
- calculated total energy (Eh) = -608.27915
- ΔE to the lowest compared entry with this formula, charge and spin (kJ/mol) = 369.3
- maximum force (eV Å⁻¹) = 5.51



No. 9
Molecular formula: C2H7NOS2
Method: DFT, wB97M-V/def2-TZVPD

```
! wB97M-V def2-TZVPD RIJCOSX def2/J DEFGRID3
* xyz 0 3
C 2.50 -0.18 0.10
S -1.39 -0.80 -0.43
N -3.20 1.31 -0.40
C 1.15 -0.93 0.37
H 2.60 0.73 0.68
O 0.22 -0.34 -0.54
H -3.23 2.31 -0.30
H 2.34 0.13 -0.92
H 1.17 -2.00 0.16
S -2.34 0.53 0.81
H 3.35 -0.79 0.15
H -3.90 0.82 -0.96
H 0.72 -0.76 1.28
*
```

- <S²> = 2.0069
- frontier orbital gap (alpha / beta) (eV) = 5.572 / 6.330
- lowest unoccupied orbital energy (alpha / beta) (hartree) = 0.023 / -0.087
- calculated total energy (Eh) = -1006.56933
- ΔE to the lowest compared entry with this formula, charge and spin (kJ/mol) = 150.4
- maximum force (eV Å⁻¹) = 3.18



No. 10
Molecular formula: C2H7NOSi
Method: DFT, wB97M-V/def2-TZVPD

```
! wB97M-V def2-TZVPD RIJCOSX def2/J DEFGRID3
* xyz 0 1
C 0.76 1.29 0.16
H 0.39 -1.21 1.43
H -0.80 0.55 -1.51
H 0.71 0.91 1.20
H 0.53 2.32 0.08
O -2.66 0.09 -0.05
Si 0.31 -1.44 0.06
N -1.60 0.40 0.54
H -0.48 -2.28 -0.82
H 1.68 0.97 -0.24
C -0.44 0.36 -0.40
H 1.60 -1.95 -0.46
*
```

- frontier orbital gap (eV) = 8.900
- lowest unoccupied orbital energy (hartree) = -0.014
- calculated total energy (Eh) = -499.73565
- ΔE to the lowest compared entry with this formula, charge and spin (kJ/mol) = 478.2
- maximum force (eV Å⁻¹) = 3.99



No. 11
Molecular formula: C2H7NOSi
Method: DFT, wB97M-V/def2-TZVPD

```
! wB97M-V def2-TZVPD RIJCOSX def2/J DEFGRID3
* xyz 0 1
H 1.62 0.97 -1.59
H 0.36 1.25 -0.55
H 1.97 -1.18 -0.46
N -0.14 -1.23 -0.25
H -2.69 -0.50 -0.74
H -0.44 1.23 1.32
Si -1.72 -0.85 0.27
H -2.10 -2.01 1.15
O -1.28 1.05 1.65
C 1.00 -0.64 -0.37
C 1.33 0.79 -0.60
H 2.10 1.10 0.17
*
```

- frontier orbital gap (eV) = 9.404
- lowest unoccupied orbital energy (hartree) = -0.002
- calculated total energy (Eh) = -499.80662
- ΔE to the lowest compared entry with this formula, charge and spin (kJ/mol) = 291.9
- maximum force (eV Å⁻¹) = 5.39



No. 12
Molecular formula: C2H7NP
Method: DFT, wB97M-V/def2-TZVPD

```
! wB97M-V def2-TZVPD RIJCOSX def2/J DEFGRID3
* xyz 1 1
C 1.27 0.44 0.01
H -2.33 0.98 0.97
H -1.43 0.60 -1.25
C -0.60 -0.66 0.55
H 1.23 -1.57 -0.34
H 0.46 -0.69 -1.40
H 1.38 0.48 1.06
H -0.58 -1.11 1.44
H 1.00 1.25 -0.49
P -2.08 0.07 -0.11
N 0.54 -0.86 -0.37
*
```

- frontier orbital gap (alpha / beta) (eV) = 8.535 / 7.636
- lowest unoccupied orbital energy (alpha / beta) (hartree) = -0.198 / -0.199
- calculated total energy (Eh) = -476.05666
- ΔE to the lowest compared entry with this formula, charge and spin (kJ/mol) = 345.2
- maximum force (eV Å⁻¹) = 5.36



No. 13
Molecular formula: C2H7NS
Method: DFT, wB97M-V/def2-TZVPD

```
! wB97M-V def2-TZVPD RIJCOSX def2/J DEFGRID3
* xyz 0 1
H 0.83 -2.16 -2.23
H 0.73 0.93 0.40
H -2.60 0.61 4.01
C 1.03 -1.13 -1.99
H -0.80 -0.15 3.08
H -0.57 1.07 -0.74
H 1.56 -0.38 -2.59
S -2.16 -0.11 2.95
H 1.00 1.33 -1.35
N 0.54 -0.70 -0.91
C 0.44 0.69 -0.62
*
```

- frontier orbital gap (eV) = 10.350
- lowest unoccupied orbital energy (hartree) = 0.034
- calculated total energy (Eh) = -533.28369
- ΔE to the lowest compared entry with this formula, charge and spin (kJ/mol) = 122.8
- maximum force (eV Å⁻¹) = 1.74



No. 14
Molecular formula: C2H7NS2
Method: DFT, wB97M-V/def2-TZVPD

```
! wB97M-V def2-TZVPD RIJCOSX def2/J DEFGRID3
* xyz 0 1
H -1.71 0.53 -0.03
C 0.36 0.50 1.75
H -2.03 -1.64 -2.42
S -2.70 0.17 -0.87
H 1.69 -1.31 0.07
C 0.89 0.53 0.52
H 2.17 -0.08 -0.88
H 0.04 1.34 2.32
H 0.42 -0.44 2.29
N 1.92 -0.33 0.07
H 0.48 1.12 -0.29
S -1.54 -0.40 -2.53
*
```

- frontier orbital gap (eV) = 8.776
- lowest unoccupied orbital energy (hartree) = 0.007
- calculated total energy (Eh) = -931.46518
- ΔE to the lowest compared entry with this formula, charge and spin (kJ/mol) = 153.3
- maximum force (eV Å⁻¹) = 1.46



No. 15
Molecular formula: C2H7NS2
Method: DFT, wB97M-V/def2-TZVPD

```
! wB97M-V def2-TZVPD RIJCOSX def2/J DEFGRID3
* xyz 0 1
N 0.91 -3.08 -0.49
H -0.66 -2.39 -1.61
H 1.47 0.33 1.04
C 0.30 -2.82 -1.63
S -0.72 1.22 -0.45
H 1.98 -2.82 -0.57
H -1.17 -0.01 1.76
S 0.95 1.65 1.08
H -2.60 0.60 0.85
H -1.87 -0.85 0.26
C -1.62 0.12 0.70
H 0.79 -2.96 -2.67
*
```

- frontier orbital gap (eV) = 8.592
- lowest unoccupied orbital energy (hartree) = -0.016
- calculated total energy (Eh) = -931.42988
- ΔE to the lowest compared entry with this formula, charge and spin (kJ/mol) = 246.0
- maximum force (eV Å⁻¹) = 4.69



No. 16
Molecular formula: C2H7NS2
Method: DFT, wB97M-V/def2-TZVPD

```
! wB97M-V def2-TZVPD RIJCOSX def2/J DEFGRID3
* xyz 0 1
N -1.74 0.79 -0.19
H 1.05 0.56 1.90
H 0.38 -1.77 -0.06
C 0.16 0.40 1.32
H 2.25 -0.12 -1.08
S 2.05 -1.00 -2.05
S 0.71 -2.34 -1.23
H -0.13 -0.66 1.37
H -2.36 0.09 0.18
H -0.35 2.22 0.44
H -1.44 0.64 -1.15
C -0.59 1.19 0.56
*
```

- frontier orbital gap (eV) = 8.767
- lowest unoccupied orbital energy (hartree) = 0.011
- calculated total energy (Eh) = -931.46861
- ΔE to the lowest compared entry with this formula, charge and spin (kJ/mol) = 144.3
- maximum force (eV Å⁻¹) = 1.88



No. 17
Molecular formula: C2H7O2
Method: DFT, wB97M-V/def2-TZVPD

```
! wB97M-V def2-TZVPD RIJCOSX def2/J DEFGRID3
* xyz -1 1
C 0.01 0.15 1.06
H 0.24 0.71 1.96
H 0.69 -0.68 1.00
O 1.13 -0.53 -1.87
H -1.53 -1.02 0.10
H 1.61 -1.16 -2.41
H 0.31 0.42 -0.80
H -2.15 0.40 1.06
O 0.28 1.05 -0.01
H -1.55 -1.05 1.84
C -1.41 -0.39 0.97
*
```

- frontier orbital gap (eV) = 7.234
- lowest unoccupied orbital energy (hartree) = 0.162
- calculated total energy (Eh) = -230.86342
- ΔE to the lowest compared entry with this formula, charge and spin (kJ/mol) = 55.8
- maximum force (eV Å⁻¹) = 1.49



No. 18
Molecular formula: C2H7O2
Method: DFT, wB97M-V/def2-TZVPD

```
! wB97M-V def2-TZVPD RIJCOSX def2/J DEFGRID3
* xyz 0 2
H -4.72 -4.35 3.10
H -1.95 -1.87 4.02
O -0.75 -1.02 4.02
H -3.24 -1.24 3.10
H -4.72 -4.35 4.93
H -0.02 -0.32 4.02
H -3.24 -1.24 4.93
O -3.63 -2.96 4.02
H -3.39 -4.91 4.02
C -4.19 -4.24 4.02
C -3.04 -1.73 4.02
*
```

- <S²> = 0.7552
- frontier orbital gap (alpha / beta) (eV) = 9.556 / 6.021
- lowest unoccupied orbital energy (alpha / beta) (hartree) = 0.031 / -0.087
- calculated total energy (Eh) = -230.64552
- ΔE to the lowest compared entry with this formula, charge and spin (kJ/mol) = 416.6
- maximum force (eV Å⁻¹) = 4.71



No. 19
Molecular formula: C2H7O2
Method: DFT, wB97M-V/def2-TZVPD

```
! wB97M-V def2-TZVPD RIJCOSX def2/J DEFGRID3
* xyz 2 2
O -0.40 -0.84 -0.83
H 1.11 1.49 -2.01
H 0.41 1.56 -0.31
C 0.22 1.41 -1.36
H -0.32 -2.26 2.88
C -0.30 0.02 -1.68
O -0.01 -1.37 2.58
H -0.52 -0.17 -2.74
H -0.52 2.07 -1.80
H 0.84 -1.25 3.08
H -0.51 -0.66 2.18
*
```

- <S²> = 0.7569
- frontier orbital gap (alpha / beta) (eV) = 13.193 / 9.823
- lowest unoccupied orbital energy (alpha / beta) (hartree) = -0.356 / -0.501
- calculated total energy (Eh) = -230.04281
- ΔE to the lowest compared entry with this formula, charge and spin (kJ/mol) = 20.8
- maximum force (eV Å⁻¹) = 3.57



No. 20
Molecular formula: C2H7O2PS
Method: DFT, wB97M-V/def2-TZVPD

```
! wB97M-V def2-TZVPD RIJCOSX def2/J DEFGRID3
* xyz 0 1
O -1.61 -0.85 -0.83
C 2.30 -1.31 -0.02
H -1.28 -1.62 -0.36
H 2.27 0.99 0.25
H 2.71 -2.31 0.01
P 3.22 -0.02 0.47
H -2.20 1.86 1.13
H -2.79 2.18 -0.52
H 1.29 -1.24 -0.38
S -2.89 -0.18 0.04
C -2.18 1.53 0.10
H -1.17 1.51 -0.28
O -2.77 -0.69 1.39
*
```

- frontier orbital gap (eV) = 9.800
- lowest unoccupied orbital energy (hartree) = 0.006
- calculated total energy (Eh) = -970.33025
- ΔE to the lowest compared entry with this formula, charge and spin (kJ/mol) = 261.1
- maximum force (eV Å⁻¹) = 1.38